(1)
A gas-phase ion, C6H11N2S (charge +1), computed with the ωB97M-V functional and the def2-TZVPD basis.

```
20
Properties=species:S:1:pos:R:3:forces:R:3
C 1.1068 -1.6285 -0.0665 -2.45 -1.62 -2.25
C 1.2004 0.9723 -0.1159 -1.29 -0.12 0.69
C 1.2979 -1.7910 1.2414 0.83 1.25 1.37
C -1.1214 0.1363 -0.3882 0.65 0.52 -2.00
C -2.2756 -0.0819 0.4105 -3.05 0.36 1.94
C -1.0820 -0.1699 -1.6812 4.40 3.10 -0.70
N -0.0739 0.8414 0.3171 -0.42 1.29 0.05
N 1.9651 2.0202 0.1394 -2.00 0.44 0.59
S 1.9607 -0.3078 -0.9183 0.56 -0.90 0.02
H 0.9370 -2.6384 1.9023 0.17 1.25 -1.15
H 1.8692 -0.8899 1.7896 -0.93 -2.53 -1.11
H -2.0553 -0.9088 1.0609 -0.03 -0.21 1.07
H -3.1147 -0.4768 -0.2045 0.48 0.71 0.37
H -2.6400 0.8620 1.0354 0.76 -2.00 -1.28
H -0.1604 0.3107 -2.2667 -2.05 -1.54 1.12
H -1.7621 -0.6223 -2.3245 -1.50 -0.77 -0.30
H 0.2607 -2.1160 -0.8597 2.85 0.64 2.74
H -0.5387 1.4875 1.0031 1.36 -0.52 -0.83
H 1.4810 2.8670 0.3645 -0.04 0.59 0.21
H 2.7453 2.1336 -0.4389 1.72 0.07 -0.54
```
Positions in Å, forces in eV/Å.

Calculated values
ΔE to the lowest compared entry with this formula, charge and spin = 3.7091 eV
Net charge = +1
Frontier orbital gap = 8.95 eV
E_LUMO = -4.200 eV



(2)
A molecular structure, C6H11N3, computed with the ωB97M-V functional and the def2-TZVPD basis.

```
20
Properties=species:S:1:pos:R:3:forces:R:3
C 0.0692 1.1497 -0.7701 0.57 -0.96 0.96
C -0.6317 0.6952 -2.0026 0.08 -0.30 -0.22
C -1.0977 -0.4875 0.8377 0.24 -0.29 0.06
C -0.0313 0.5669 0.5404 0.88 0.71 1.20
N -1.6632 -0.2848 2.0628 -0.07 0.11 -0.19
C 1.5285 -0.0640 -0.0929 -0.56 0.23 -1.80
C 1.7287 -1.3761 -0.0424 -0.25 -0.05 0.25
N -1.4916 -1.4366 0.0833 0.07 -0.08 -0.01
N 0.6320 1.0098 1.6460 -0.90 0.34 -0.32
H 0.5643 2.1187 -0.7995 0.18 -0.30 0.03
H -1.1122 0.2353 2.7285 -0.01 0.00 -0.06
H -2.2961 -1.0006 2.3820 0.11 0.03 -0.01
H -0.9381 -1.5302 -0.7606 -0.09 0.23 0.00
H 1.1028 1.8978 1.4661 -0.01 -0.13 -0.10
H 2.3122 0.6235 -0.3708 -0.13 0.22 0.22
H -0.5017 1.4273 -2.7988 -0.05 0.01 0.06
H -1.6968 0.5291 -1.8286 0.03 0.03 0.01
H -0.2173 -0.2523 -2.3734 -0.03 0.14 0.06
H 1.0371 -2.0679 0.4138 -0.23 -0.12 -0.47
H 2.7030 -1.7535 -0.3208 0.17 0.14 0.33
```
Positions in Å, forces in eV/Å.

Calculated values
ΔE to the lowest compared entry with this formula, charge and spin = 4.7555 eV
Frontier orbital gap = 7.57 eV
E_LUMO = 0.062 eV



(3)
2 unconnected molecules or ions with the total composition C6H11N3, computed with the ωB97M-V functional and the def2-TZVPD basis.

```
20
Properties=species:S:1:pos:R:3:forces:R:3
C 1.6060 0.9365 -0.0675 -0.54 0.03 0.04
C 0.2656 0.6250 1.9486 0.35 -0.10 -0.04
N 0.3979 0.3920 0.5226 -2.13 0.92 -0.86
C 0.2495 -2.4303 0.8940 4.00 0.39 -1.24
N 1.2377 -1.7929 0.7596 -2.46 -2.03 0.82
H 1.6151 2.0262 0.0085 0.13 0.17 -0.04
H 2.4681 0.5391 0.4676 0.02 -0.07 -0.06
H 0.5606 1.6520 2.1747 -0.06 0.15 0.06
H -0.7505 0.4605 2.2999 -0.03 -0.02 -0.20
H 0.9323 -0.0315 2.5125 0.01 -0.05 0.03
H 1.6684 0.6484 -1.1146 0.13 -0.05 0.06
H -1.1643 -1.4396 0.9056 -2.04 3.20 -1.68
H -0.1588 -3.3961 0.6824 -0.69 -0.03 0.42
C -0.8321 0.6953 -1.6083 -0.46 0.63 -0.02
C -1.5651 0.1644 -2.5789 0.04 -0.10 0.17
C -0.8098 0.1419 -0.2381 3.43 -0.01 0.60
N -1.6801 -0.6740 0.1708 0.30 -3.11 1.98
H -0.2730 1.6072 -1.7813 -0.06 0.06 -0.03
H -2.0931 -0.7641 -2.4167 -0.13 -0.01 0.10
H -1.6741 0.6400 -3.5411 0.18 0.02 -0.13
```
Positions in Å, forces in eV/Å.

Calculated values
ΔE to the lowest compared entry with this formula, charge and spin = 3.8657 eV
SMILES = [H]/N=C(/C=C)N(C)C.C#N
Frontier orbital gap = 8.86 eV
E_LUMO = 0.534 eV



(4)
A single C6H11N3 molecule, computed with the ωB97M-V functional and the def2-TZVPD basis.

```
20
Properties=species:S:1:pos:R:3:forces:R:3
C -0.1887 -1.1857 0.0557 -1.29 -1.33 2.03
C 1.2045 0.6973 -0.0820 -0.85 -0.32 0.43
C -2.3860 -0.5858 -0.6952 -3.12 -0.36 -3.23
C 2.5021 1.1431 -0.5765 1.14 -0.27 0.55
C 2.0402 -1.6528 -0.4374 1.68 -0.60 2.87
C -3.5602 0.7693 0.8048 3.49 0.13 2.39
N -1.2969 -0.6431 -0.2162 3.30 0.29 0.75
N 1.0831 -0.6122 -0.0512 -0.12 0.43 -0.91
N -3.4983 0.0449 -0.4106 0.18 -0.72 -0.22
H -0.3008 -2.1480 0.5691 0.70 0.16 -0.14
H 2.4784 2.2004 -0.7801 0.47 0.42 0.45
H 3.3614 0.7805 0.0658 -0.70 0.73 -0.52
H 2.6381 0.6778 -1.5313 0.35 -0.42 -0.95
H 2.7502 -1.9206 0.4554 -1.51 0.34 -1.22
H 1.4754 -2.5272 -0.7078 0.16 -0.33 -0.27
H 2.7597 -1.3734 -1.1615 0.17 0.51 -1.19
H -2.4768 1.3193 0.8156 -2.69 -0.73 0.38
H -4.3629 1.4847 0.8192 -0.30 0.11 0.35
H -3.4789 0.0341 1.7470 -0.73 1.72 -1.89
H -4.2285 -0.0645 -1.0882 -0.34 0.26 0.33
```
Positions in Å, forces in eV/Å.

Calculated values
ΔE to the lowest compared entry with this formula, charge and spin = 5.9443 eV
Frontier orbital gap = 7.80 eV
E_LUMO = 0.764 eV



(5)
A single C6H11N3 molecule, computed with the ωB97M-V functional and the def2-TZVPD basis.

```
20
Properties=species:S:1:pos:R:3:forces:R:3
C -0.0875 1.6802 -2.0040 -0.98 0.89 0.51
C -0.0917 0.9136 0.2984 -0.01 -2.36 -0.21
C -0.0267 0.6595 1.7728 2.04 0.70 1.29
C -0.4648 -0.8361 1.8250 0.23 0.04 0.45
C 0.3211 -1.3225 -0.5906 -0.79 0.59 0.85
C 0.9591 0.0375 -0.4139 -0.82 1.65 -0.63
H -0.7901 2.5943 -2.0436 1.62 -1.08 0.17
H -0.7237 0.8443 -2.1964 -0.87 -0.80 0.16
H 0.6216 1.5933 -2.8019 0.48 0.79 -0.52
H -1.0878 0.5816 -0.0129 -0.15 0.28 -0.25
H 1.0319 0.7092 2.2242 -1.40 0.19 -0.94
H -0.6351 1.3913 2.3490 -0.02 -0.95 -0.08
H -0.2583 -1.2833 2.8043 0.17 0.26 -0.13
H -1.5668 -0.8333 1.7732 0.21 -0.45 -0.74
H -0.0382 -2.6277 0.8034 -0.53 -1.21 0.60
H 0.1731 -1.7449 -2.4551 -0.73 -0.12 1.15
H 1.8928 -0.1000 0.0987 0.19 0.45 0.17
N 0.6542 1.5041 -0.7448 0.77 -0.79 -0.68
N 0.3005 -1.6987 0.8315 -1.15 0.91 -1.41
N -0.1835 -2.0625 -1.5172 1.75 1.00 0.25
```
Positions in Å, forces in eV/Å.

Calculated values
ΔE to the lowest compared entry with this formula, charge and spin = 3.6574 eV
SMILES = [H]/N=C1/NCC[C@@H]2[C@@H]1N2C
Frontier orbital gap = 9.97 eV
E_LUMO = 1.036 eV



(6)
2 unconnected molecules or ions with the total composition C6H11N3O, computed with the ωB97M-V functional and the def2-TZVPD basis.

```
21
Properties=species:S:1:pos:R:3:forces:R:3
C -1.2496 -1.5461 -1.9182 0.28 0.46 -1.39
C -0.6067 -0.6098 -2.9415 0.71 0.67 0.24
O -0.9021 -0.4519 -4.1019 -0.21 -0.24 -0.10
N 0.4726 0.0127 -2.3319 -1.03 -0.58 0.29
H -0.5716 -2.3792 -1.9901 0.16 -0.67 0.48
H -2.2342 -1.8909 -2.2135 -0.14 0.29 0.17
H 1.1965 0.5405 -2.7835 -0.22 0.03 -0.17
H 0.4569 -0.1515 -1.3390 0.93 0.35 0.10
H -1.1520 -1.0659 -0.9565 -0.47 -0.40 0.48
C 1.5240 -1.1419 2.8474 0.76 -1.09 0.60
C -0.5896 1.0090 0.9337 1.15 0.20 0.02
C 0.7482 -0.0163 2.2874 0.55 0.76 -0.39
C 0.7461 1.3019 2.6584 -0.17 0.05 0.51
N -0.0025 -0.1385 1.1497 -1.06 -0.85 -0.11
N -0.1512 1.9324 1.8384 -0.22 0.14 -0.92
H -1.1647 1.2451 0.0516 -0.21 0.13 0.20
H -0.1941 2.9213 1.6571 -0.16 0.03 0.34
H 1.2587 1.8687 3.4183 -0.02 -0.24 0.12
H 2.6016 -1.0898 2.6545 -0.12 0.32 -0.12
H 1.2385 -2.1234 2.4632 -0.35 0.30 -0.29
H 1.4426 -1.2577 3.9327 -0.17 0.36 -0.05
```
Positions in Å, forces in eV/Å.

Calculated values
ΔE to the lowest compared entry with this formula, charge and spin = 0.5130 eV
SMILES = Cc1c[nH]cn1.CC(N)=O
Frontier orbital gap = 9.64 eV
E_LUMO = 0.643 eV



(7)
A single C6H11N3O2 molecule, computed with the ωB97M-V functional and the def2-TZVPD basis.

```
22
Properties=species:S:1:pos:R:3:forces:R:3
C 1.1403 1.0477 -0.4496 -0.62 0.85 1.15
C -1.0551 -0.5556 1.8570 -0.12 1.78 -2.03
C 1.7230 -0.2927 -0.5380 -1.62 -1.26 -2.40
C 0.7126 -1.2602 0.1729 1.38 1.37 -0.78
C -0.5803 -0.4868 0.3848 0.49 0.62 -0.72
C -1.7711 -0.6537 -0.5488 -1.67 -2.02 1.51
N -0.0703 1.0991 0.0256 2.07 -6.40 0.22
N 1.8717 2.2010 -0.6203 -1.74 2.09 0.78
N -2.0915 0.3195 2.0004 -0.83 0.51 3.27
O -0.8040 1.9952 0.3870 -1.61 3.78 0.21
O -0.5201 -1.3122 2.5988 0.12 -1.01 1.89
H 1.9107 -0.6213 -1.5892 -0.22 0.52 0.47
H 2.6489 -0.4076 -0.0633 1.51 0.32 0.78
H 0.8077 -2.2304 -0.3214 -0.94 0.12 0.20
H 1.2674 -1.2888 1.0785 -0.53 -0.87 1.38
H -1.5033 -1.2006 -1.4236 0.17 -0.28 -0.77
H -2.0026 0.3408 -0.7703 -0.99 1.39 -0.87
H -2.7727 -1.1377 -0.0989 2.56 0.93 -0.74
H 2.8045 2.0736 -0.2983 0.78 0.08 0.08
H 1.3905 3.0154 -0.0946 1.06 -1.68 -1.22
H -2.0089 1.0516 1.3107 -0.23 0.54 -0.13
H -2.4025 0.7029 2.9688 0.99 -1.39 -2.26
```
Positions in Å, forces in eV/Å.

Calculated values
ΔE to the lowest compared entry with this formula, charge and spin = 1.5106 eV
Frontier orbital gap = 8.87 eV
E_LUMO = 0.738 eV



(8)
A single C6H11N3OS molecule, computed with the ωB97M-V functional and the def2-TZVPD basis.

```
22
Properties=species:S:1:pos:R:3:forces:R:3
C -0.7212 -1.9979 0.2585 0.03 -3.06 0.40
C -2.6507 -0.4319 -0.1881 -0.01 -0.11 -0.17
C -3.0093 1.0517 -0.0217 1.01 -2.41 -5.65
C -0.4764 0.2722 -0.0076 0.95 5.18 -0.36
C 1.5477 1.2374 -0.2845 -1.67 3.12 0.00
C 3.0179 1.1273 0.0263 3.18 0.23 0.98
H 0.2899 -1.9345 0.5889 0.50 0.19 1.03
H -0.4583 -2.3858 -0.7484 -1.04 0.87 -0.25
H -1.1741 -3.0079 0.7607 0.26 3.21 -0.65
H -2.6553 -0.5125 -1.3205 0.09 -0.84 1.20
H -3.2065 -1.2113 0.3574 -0.63 0.59 -0.63
H -3.2525 1.3369 0.8890 -0.89 1.47 4.36
H -3.9018 1.1602 -0.7333 1.49 0.60 0.88
H 3.5144 1.5494 1.0439 -2.25 -0.65 -1.65
H 3.5992 1.8186 -0.6600 -0.77 -1.36 0.04
H 4.3237 -0.5485 0.1681 -0.01 0.31 0.20
H 2.6780 -0.7799 0.8625 2.82 1.40 -3.73
N -1.3015 -0.6289 0.3522 -2.23 -4.77 -0.35
N 0.7821 0.2295 0.2234 1.28 -0.44 -0.59
N 3.3562 -0.3529 -0.0660 -2.95 -0.37 3.20
O 1.0281 2.2375 -0.8773 2.02 -2.44 1.07
S -1.3293 1.7712 -0.6235 -1.16 -0.71 0.68
```
Positions in Å, forces in eV/Å.

Calculated values
ΔE to the lowest compared entry with this formula, charge and spin = 2.8756 eV
SMILES = CN1CCS/C1=N\C(=O)CN
Frontier orbital gap = 9.67 eV
E_LUMO = 0.574 eV